[1]
Below is a 2-piece molecular cluster, C3H9Cl3OSi2 overall, with properties calculated with ωB97M-V with the def2-TZVPD basis set.

LUMO energy: 0.15 eV
gap between HOMO and LUMO: 10.6 eV
maximum force: 0.1045 hartree/bohr

XYZ file:
```
18
Properties=species:S:1:pos:R:3:lowdin_charge:R:1
C 2.18010 -0.45298 1.42992 -0.158
C -0.54707 -1.16506 2.54002 -0.194
C -1.48986 -0.14956 -2.08537 -0.226
O -0.30028 0.94702 0.41212 -0.403
Si 0.33026 -0.09969 1.29694 0.565
Si -0.41560 1.44245 -2.41485 -0.644
Cl 1.61291 1.31541 -2.29522 0.303
Cl -0.77544 1.83105 -4.41738 0.244
Cl -1.05175 3.07348 -1.35596 0.312
H 2.61667 -1.42941 1.28360 0.036
H 2.53783 0.25562 0.66901 0.020
H 2.43142 -0.15221 2.40151 0.006
H -1.65353 -1.30594 2.33527 0.055
H -0.15060 -2.15001 2.83771 0.039
H -0.66707 -0.75723 3.53242 0.019
H -0.62893 -0.79659 -1.79116 0.020
H -2.10106 0.09577 -1.31923 -0.035
H -1.92801 -0.50213 -3.05936 0.042
```

[2]
Below is C16H17CuN8O3Se as an isolated structure, with properties calculated with ωB97M-V with the def2-TZVPD basis set.

LUMO energy (spin up / spin down): 2.47 / 2.47 eV
gap between HOMO and LUMO (spin up / spin down): 7.8 / 7.7 eV
maximum force: 0.0148 hartree/bohr
multiplicity: 2
charge: -1

XYZ file:
```
46
Properties=species:S:1:pos:R:3:lowdin_charge:R:1
Cu -0.55697 -2.01610 -2.03678 0.526
N 0.91927 -2.34289 -3.53546 -0.006
C 2.17981 -2.70907 -2.86534 -0.154
C 1.97559 -3.13763 -1.40559 -0.594
O 2.97591 -3.45805 -0.74580 -0.027
N 0.71090 -3.06772 -1.02205 -0.046
C 0.32486 -3.24373 0.36127 -0.128
C -0.88452 -2.35216 0.67831 -0.621
O -1.23817 -2.21154 1.84636 -0.002
O -1.48065 -1.81838 -0.34838 -0.124
H 0.99589 -1.51401 -4.10640 0.092
H 0.53667 -3.08932 -4.10139 0.095
H 2.71284 -3.50386 -3.38503 0.112
H 2.83741 -1.84075 -2.83917 0.110
H 0.00943 -4.27285 0.55433 0.123
H 1.13712 -3.02084 1.05185 0.118
Se -3.20466 -2.12987 -5.99140 0.408
C -2.44066 -1.88166 -4.41772 -0.970
N -1.93692 -1.71056 -3.37872 -0.012
C -1.58300 1.41047 -1.81945 0.002
C -0.23435 1.10487 -1.25909 -0.337
N 0.52262 0.06517 -1.53681 0.093
C 1.65660 0.18801 -0.75560 -0.100
C 1.60199 1.32783 -0.02337 -0.044
N 0.39217 1.91156 -0.34854 -0.022
C -0.11659 3.15841 0.17512 -0.072
N 0.07118 3.26142 1.59882 -0.072
N 0.74715 4.32038 2.11162 0.042
N 0.75883 4.22626 3.38868 0.056
C 0.08056 3.07538 3.75049 -0.242
C -0.17286 2.52582 5.00975 -0.029
C -0.85258 1.32997 5.04458 -0.085
C -1.26342 0.67591 3.86260 -0.062
C -1.03117 1.20819 2.61616 0.013
C -0.35973 2.43478 2.59436 -0.168
H -1.93442 0.55352 -2.38357 0.052
H -1.55849 2.27908 -2.48157 0.087
H -2.30634 1.59616 -1.02215 0.084
H 2.42717 -0.57163 -0.75836 0.103
H 2.27476 1.76829 0.69595 0.120
H -1.17217 3.20904 -0.07103 0.127
H 0.38709 4.02068 -0.25211 0.135
H 0.17346 3.02405 5.90793 0.108
H -1.05113 0.85475 5.99688 0.098
H -1.73244 -0.29650 3.92738 0.105
H -1.29804 0.65911 1.71843 0.111
```

| no. | total energy (hartree) |
| --- | --- |
| 1 | -2154.67647 |
| 2 | -5325.74863 |